DFT (the ωB97M-V functional and the def2-TZVPD basis) results for C16H33ClNiP2 as an isolated structure.

Each line ends with the Löwdin spin population.
CARTESIAN COORDINATES (ANGSTROEM)
P -0.5614 -1.3665 -1.5910  0.15
P 0.6252 1.9605 -0.5872  0.00
C 0.2006 -0.0024 -2.6382  0.04
C 1.2311 0.9111 -1.9630  0.00
H -0.6414 0.5930 -3.0328  0.00
H 0.6730 -0.4971 -3.4997  0.00
H 2.1323 0.3665 -1.6520  0.00
H 1.5799 1.6338 -2.7110  0.00
C -0.0489 3.4572 -1.4132  0.00
H -0.1067 4.2908 -0.7064  0.00
H -1.0568 3.2939 -1.8202  0.00
H 0.6141 3.7300 -2.2522  0.00
C 2.0047 2.6476 0.3739  0.00
H 2.3620 3.5425 -0.1645  0.00
H 2.8297 1.9258 0.4542  0.00
H 1.6895 2.9351 1.3887  0.00
C -1.9932 -2.3848 -2.3532  0.08
H -1.9307 -3.4491 -2.0431  0.00
H -1.8910 -2.3512 -3.4535  0.01
H -3.0065 -2.0196 -2.1081  0.00
C 0.3964 -2.7324 -2.6334  0.00
H 1.4754 -2.5179 -2.6424  0.00
H 0.0327 -2.7344 -3.6689  0.00
H 0.2055 -3.7155 -2.1739  0.00
Ni 0.9461 0.7108 3.9313  0.89
C -1.1605 1.1530 -0.6747  0.00
C -1.8201 -0.1710 -0.9250  -0.01
C -2.4683 -0.9079 0.2744  0.02
C -1.5254 -1.9748 0.9609  0.06
C -0.3746 -2.4049 0.1294  0.39
C 0.6893 -1.5593 -0.3678  0.17
C 0.8865 -0.3329 0.5629  0.03
C -0.2507 0.7340 0.6552  0.00
C 1.3920 -1.1121 4.0422  0.02
H -1.8909 1.9131 -0.3880  0.00
H -2.5633 -0.0391 -1.7184  0.00
H -3.3841 -1.4154 -0.0725  0.00
H -2.8082 -0.2091 1.0495  0.00
H -1.2042 -1.6138 1.9553  0.02
H -2.1402 -2.8656 1.1724  0.00
H -0.2598 -3.4720 -0.0004  0.02
H 1.6152 -1.9713 -0.7689  0.01
H 1.8533 0.1247 0.2850  0.00
H 1.0769 -0.6818 1.5913  0.00
H -1.0004 0.3712 1.3713  0.00
H 0.0129 1.5349 1.3866  0.00
H 2.1684 -1.1106 4.8335  0.01
H 1.7560 -1.5634 3.1035  0.00
H 0.4852 -1.6328 4.4211  0.01
Cl -0.6704 2.3242 3.7901  0.05
C 1.0460 2.5856 4.0337  0.04
H 1.5280 3.1174 3.2066  0.00
H 1.2498 2.9520 5.0511  0.00

- 2S+1: 3
- Total energy: -3280.1304 Ha
- Molar mass: 381.53 g mol⁻¹
- E_HOMO (spin up / spin down): -5.875 / -5.843 eV
- Lowest unoccupied orbital energy (spin up / spin down): -0.279 / -0.698 eV
- Expectation value of S²: 2.015
- Orbital gap (spin up / spin down): 5.60 / 5.14 eV

DFT (the ωB97M-V functional and the def2-TZVPD basis) results for F8IN4O16S8V as an isolated structure.

Each line ends with the Löwdin spin population.
CARTESIAN COORDINATES (ANGSTROEM)
V 0.6500 0.1301 -0.0220  1.93
I 1.4719 2.6439 -1.0754  0.92
N 2.1945 -0.7080 0.9475  0.01
S 3.7817 -0.4867 1.5542  0.01
O 4.9647 -1.2151 1.0653  0.00
O 3.8775 -0.0749 2.9168  0.00
F 4.0493 0.8668 0.7616  0.02
S 2.4134 -2.2268 1.2573  0.00
O 2.5393 -2.6570 2.6406  0.00
O 2.8348 -3.1159 0.1885  0.00
F 0.7735 -2.4514 1.0660  0.00
N -0.4699 0.4856 1.5387  -0.01
S -0.0107 1.4196 2.9496  0.01
O 0.2507 0.8832 4.3044  0.01
O -0.5828 2.7749 3.0155  0.01
F 1.4557 1.8733 2.3045  0.01
S -1.7805 0.0462 2.2573  0.00
O -2.7847 1.0276 2.5188  0.00
O -1.5544 -1.0166 3.1939  0.00
F -2.3548 -0.6598 0.9256  0.00
N -2.7204 2.5015 -2.1665  0.00
S -3.4167 3.0522 -0.8019  0.00
O -2.6168 2.9649 0.4310  0.00
O -4.8536 2.9134 -0.6828  0.00
F -3.2112 4.5448 -1.2776  0.00
S -2.6992 1.1237 -1.7096  0.00
O -3.8909 0.2916 -1.5572  0.00
O -1.4038 0.7189 -1.0888  0.04
F -2.3742 0.5646 -3.1884  0.00
N 0.6476 -1.1197 -1.5473  0.00
S -0.5077 -2.1406 -2.3586  0.00
O -0.3475 -3.5774 -2.2921  0.00
O -1.1055 -1.5938 -3.5383  0.00
F -1.6602 -1.8895 -1.2683  0.00
S 1.6940 -1.5365 -2.6682  0.00
O 1.5534 -0.9320 -4.0088  0.00
O 2.4014 -2.8213 -2.6247  0.01
F 2.7919 -0.6037 -1.9608  0.01

- 2S+1: 4
- Total energy: -6648.7142 Ha
- Net charge: -1
- Molar mass: 898.38 g mol⁻¹
- E_HOMO (spin up / spin down): -8.721 / -8.709 eV
- Lowest unoccupied orbital energy (spin up / spin down): -1.858 / -3.370 eV
- Expectation value of S²: 3.770
- Orbital gap (spin up / spin down): 6.86 / 5.34 eV